This record from the OMol25 dataset describes a cluster of 8 separate species, C35H68INO16S7 in total. The level of theory is the ωB97M-V functional and the def2-TZVPD basis.

Last column: Löwdin charge in e.
Atoms and positions in Å:
I  7.497  -0.004  -1.667  0.7728
S  -3.070  -1.560  -3.201  0.7018
S  12.020  3.334  -3.757  0.6634
S  1.595  -3.509  5.318  0.6781
S  -6.194  5.027  2.672  0.7021
S  -5.019  -0.610  1.387  0.6765
S  6.347  -2.126  1.433  0.6315
S  -8.343  -1.207  -5.083  0.6722
O  -4.339  -1.879  1.520  -0.3220
O  1.012  -2.318  5.888  -0.3151
O  12.648  4.421  -3.041  -0.3311
O  -7.908  -2.132  -4.061  -0.3256
O  0.111  2.557  -1.487  -0.0264
O  -3.279  -1.379  -4.620  -0.3172
O  6.439  -0.691  1.283  -0.4031
O  -2.043  -0.839  -2.475  -0.3553
O  -5.628  -0.187  0.143  -0.3383
O  6.405  -3.024  0.301  -0.3523
O  3.000  -3.825  5.464  -0.3346
O  -5.900  3.660  3.055  -0.3457
O  2.559  -0.508  1.458  0.0425
O  11.182  3.556  -4.912  -0.3216
O  -7.506  5.606  2.837  -0.3075
O  -8.224  -1.506  -6.491  -0.3125
N  1.123  -0.904  -0.463  0.0512
C  -4.120  -3.692  -2.010  -0.2066
C  5.409  -3.114  3.717  -0.2199
C  12.962  0.886  -3.310  -0.2206
C  -4.629  -1.339  -2.365  -0.2325
C  4.627  0.833  -0.619  -0.3014
C  -7.598  0.385  -4.777  -0.2344
C  6.807  -2.546  3.975  -0.2169
C  -4.607  1.266  3.227  -0.2253
C  2.003  -0.104  0.428  -0.3606
C  11.462  0.889  -3.008  -0.2384
C  -8.731  1.379  -4.996  -0.2225
C  -4.988  6.121  3.415  -0.2172
C  5.901  1.483  -1.359  -0.5895
C  -10.028  -0.705  -4.747  -0.2236
C  -5.459  0.157  3.850  -0.2117
C  -5.254  -2.727  -2.361  -0.2168
C  -2.911  -3.311  -2.866  -0.2159
C  -6.226  -0.473  2.694  -0.2263
C  3.301  1.518  -1.171  -0.1534
C  -3.935  0.683  1.981  -0.2113
C  -9.960  0.764  -4.323  -0.2185
C  7.548  -2.648  2.647  -0.2325
C  -5.673  5.277  0.983  -0.2264
C  1.149  -3.591  3.586  -0.2141
C  -4.978  6.632  1.001  -0.2201
C  2.053  1.401  -0.174  -0.1433
C  4.898  -2.501  2.412  -0.2276
C  13.259  2.111  -4.178  -0.2280
C  0.610  -0.017  -1.571  -0.1379
C  -0.454  -5.043  4.773  -0.2236
C  -4.119  6.642  2.268  -0.2144
C  0.577  1.384  -0.813  -0.3138
C  0.630  -4.918  5.837  -0.2344
C  0.251  -4.821  3.433  -0.2133
C  11.126  2.316  -2.596  -0.2416
H  4.728  -2.905  4.543  0.0842
H  -0.061  1.149  0.100  0.1518
H  10.903  0.618  -3.910  0.1203
H  3.033  1.083  -2.196  0.1202
H  -3.809  1.436  1.202  0.1016
H  7.817  -3.683  2.424  0.1081
H  11.507  2.537  -1.597  0.1099
H  -5.230  -0.598  -2.889  0.0962
H  -1.216  -4.272  4.922  0.1205
H  5.520  1.913  -2.335  0.0510
H  1.271  -0.127  -2.501  0.1316
H  0.233  -4.748  6.837  0.1086
H  -6.134  0.546  4.614  0.1193
H  -5.721  7.434  1.052  0.1220
H  -0.483  -0.207  -1.850  0.0724
H  -10.441  -1.334  -3.959  0.1038
H  4.262  -3.194  1.863  0.0986
H  4.362  -1.568  2.592  0.0870
H  -4.809  -0.589  4.319  0.1180
H  -4.400  5.566  4.146  0.1061
H  14.250  2.517  -3.978  0.1024
H  -8.919  1.502  -6.067  0.1214
H  7.326  -3.089  4.766  0.1162
H  -6.756  0.537  -5.451  0.1142
H  11.204  0.174  -2.225  0.1054
H  13.522  0.955  -2.372  0.1171
H  6.373  2.295  -0.720  0.0538
H  -1.972  -3.494  -2.342  0.1033
H  -2.913  -3.838  -3.821  0.1065
H  -4.973  4.479  0.728  0.1080
H  1.285  -5.791  5.835  0.1085
H  2.054  -3.675  2.984  0.0917
H  5.472  -4.202  3.612  0.1224
H  -3.866  1.650  3.932  0.1222
H  -6.537  5.245  0.320  0.1112
H  0.618  -2.673  3.331  0.1095
H  -4.377  6.786  0.103  0.1191
H  -5.527  6.930  3.909  0.1081
H  -7.257  0.399  -3.739  0.0986
H  -10.606  -0.831  -5.664  0.1061
H  -3.869  -3.588  -0.950  0.1106
H  -10.876  1.294  -4.591  0.1148
H  -6.078  -2.793  -1.649  0.1214
H  13.272  -0.035  -3.808  0.1139
H  1.778  -1.622  -0.797  0.1248
H  -6.630  -1.456  2.932  0.1088
H  4.729  0.885  0.519  0.1069
H  -4.417  -1.002  -1.350  0.0613
H  -3.735  7.640  2.488  0.1174
H  10.061  2.539  -2.649  0.0941
H  -2.971  0.231  2.220  0.1055
H  4.634  -0.284  -0.874  0.0918
H  3.494  2.635  -1.341  0.1254
H  13.159  1.882  -5.240  0.1048
H  -4.409  -4.732  -2.177  0.1163
H  -0.459  2.266  -2.224  0.1004
H  -5.647  -2.964  -3.354  0.1028
H  -0.946  -6.016  4.815  0.1160
H  -3.258  5.982  2.129  0.1197
H  -8.490  2.359  -4.580  0.1160
H  6.728  -1.497  4.279  0.1211
H  8.430  -2.011  2.596  0.1077
H  2.108  2.083  0.744  0.1586
H  -0.463  -4.687  2.618  0.1169
H  -7.022  0.187  2.345  0.1107
H  -9.851  0.828  -3.236  0.1180
H  -5.255  2.108  2.939  0.0498
H  0.862  -5.696  3.194  0.1183

Computed properties:
orbital gap	8.67	eV
net charge	0
E_LUMO	0.018	eV